1.
Entry from the OMol25 dataset: a structure of composition C29H38N4O8W (ωB97M-V/def2-TZVPD).

max |F|: 0.5 eV/Å
energy relative to the best compared isomer or geometry (same formula, charge and spin): 21.1 kcal per mole
frontier orbital gap: 7.348 eV
net charge: 0

Positions of all 80 atoms, in Å:
C -1.51692 -6.27852 -2.37535
C -0.13799 1.83076 0.78243
H -2.42526 3.41887 0.32066
N -1.89694 0.85545 -2.76433
H 0.51990 -2.88769 1.68675
C 1.13825 -1.11920 2.84451
H 3.38330 2.82652 3.31201
C -2.96412 2.57458 -0.11254
O -1.62848 3.76461 -5.72984
H 3.10500 3.97565 1.38208
C -3.52438 0.10885 0.16345
H 0.78252 4.16937 -3.90096
C 2.32523 1.99418 1.63505
H 0.89081 -3.18688 3.37640
H -2.34240 -3.03560 -1.82487
O 1.56152 1.80433 -1.30940
C -1.75677 -3.94079 -1.86215
H -2.95986 -0.42895 -0.59906
C 1.02847 1.20193 1.37494
C -2.06875 1.66919 -3.81571
H -2.47698 0.09370 -2.45406
H -2.90404 1.58549 -4.48984
C -0.23212 2.18038 -2.72488
C 0.42864 -2.47723 2.68939
H -2.70968 2.45494 2.56975
C -0.83294 3.64277 -4.83256
N -0.79662 1.17565 -2.07962
H 2.94405 -1.76180 1.80661
H 1.36299 -5.02945 -1.08437
H -4.48177 0.43315 -0.24825
H -4.02633 2.82518 -0.10165
H -3.73502 -0.61607 0.95167
H -3.09076 0.74304 2.79531
H 2.87752 1.17695 3.61258
C -0.44717 -3.92637 -1.41443
C -1.26567 0.96423 0.85403
C -2.28772 -5.12849 -2.34576
C 3.54531 1.38262 0.93480
H 0.40114 -7.13948 -1.94314
H 2.87858 -2.15632 3.52761
C 2.30463 -0.58049 -2.83547
O -0.71100 -1.61127 -0.93024
C -1.01342 2.56090 -3.82127
C -3.23999 1.60308 2.14038
C 1.11594 2.57199 -2.22559
H -0.32084 -0.49227 4.33953
O 3.30365 -0.34496 -2.20891
H -1.93358 -7.20221 -2.75383
W 0.36534 0.14028 -0.59055
C 2.64375 -1.39236 2.78352
H 4.44359 1.92347 1.24411
O 1.68231 3.55753 -2.69196
N 1.27351 -2.64512 -0.50458
C 2.17710 3.44861 1.15469
H -0.14482 2.82676 0.37531
O 0.22825 4.41359 -4.69413
C -0.78983 -0.20216 1.49110
C -2.73461 1.30727 0.71661
H 1.68837 2.48578 3.66437
H 1.37077 3.96192 1.68499
H 1.07788 -1.35588 4.99259
O 1.05629 -0.48980 -2.41522
C 0.76096 -0.61605 4.25445
H -0.62789 -2.42492 2.95334
H -1.38412 -1.08793 1.63640
O 1.69143 -1.49314 -0.14544
N 0.08138 -2.69120 -0.91464
H 1.22905 0.33256 4.49988
H 2.34150 -0.92561 -3.88324
C 0.56004 -0.07180 1.87746
H -4.30630 1.83838 2.11721
C 2.57588 2.11069 3.14798
H -2.65422 2.47582 -1.14941
H -3.30978 -5.15025 -2.69957
C 0.34296 -5.06915 -1.43530
C -0.20454 -6.24362 -1.91940
H 2.01736 3.52258 0.08424
H 3.68239 0.33340 1.17922
H 3.45155 1.45676 -0.14576
H 3.24462 -0.52073 3.01983

***

2.
Entry from the OMol25 dataset: a structure of composition C29H38N4O9S5Y at a distorted geometry (ωB97M-V/def2-TZVPD).

max |F|: 3.9 eV/Å
energy relative to the best compared isomer or geometry (same formula, charge and spin): 3.2 kcal per mole
frontier orbital gap: 4.588 eV
net charge: -1

Positions of all 86 atoms, in Å:
O -1.49188 -3.90914 -0.27813
H -5.08654 6.01970 0.46788
H -2.67533 8.62261 2.09597
C -4.51239 6.06977 2.62940
C 1.27798 3.85999 -0.83696
C -1.22135 4.71414 -0.01702
C 2.74538 -0.59961 -2.60377
H 0.25588 0.10051 2.00870
H -2.75984 -3.18844 1.24116
S 1.70030 -3.18144 8.31951
H -5.43815 6.54631 3.02764
H -2.81721 -2.38900 -0.31396
C -2.29009 7.64365 0.30224
H 2.32589 -6.22537 -1.66391
N 0.25536 -6.08628 -1.40720
C -1.80689 8.31868 1.56376
C -0.72460 -4.87931 0.44810
O 0.05737 -2.08599 1.25833
C 2.84088 0.15964 -1.32005
H 0.17032 -1.66244 -4.45906
H -2.89214 8.24318 -0.27911
N 0.25872 3.24002 -1.33672
H -1.20122 -5.85599 0.59673
S 2.64441 -1.51253 6.03569
H 1.50262 -5.90827 -3.21473
H -1.54974 -7.15209 -0.93480
H -1.76766 -5.90196 -2.13064
C -0.81937 0.37341 2.14025
O -3.45286 4.18845 0.58459
H -3.00504 0.95198 1.12154
O 2.22103 -0.50568 -0.36955
H 3.13769 -3.97971 -3.11317
H -1.09111 0.34882 3.17864
O 3.40760 1.23963 -1.23735
C -1.06335 -6.67839 -1.80657
H 1.36688 -7.52644 -2.59249
H 2.02322 5.37002 0.45810
S 2.37832 -4.38781 5.67931
C 1.25362 -1.53041 -4.30872
H -1.14929 9.16031 1.21483
C -4.42024 6.55460 1.14665
H -3.81823 -0.56368 1.71167
H -3.67199 6.48458 3.16503
H -0.26712 -4.47909 1.39163
H -0.81436 -7.41953 -2.59388
C 2.71423 -2.96860 -3.20671
N -3.10747 6.40295 0.45842
O 5.86289 -2.30292 -1.67810
C -0.08505 5.09473 0.71079
C -3.02017 -0.11765 1.06533
H 1.67742 -3.60739 -4.97551
C -0.96775 3.69831 -0.98108
C 1.41274 -1.29355 -2.85965
N -1.66512 -0.62950 1.41659
C 0.45185 -5.21705 -0.38858
C 2.73376 -3.55357 4.23805
Y 2.15667 -2.54475 0.54759
H -4.61427 4.97440 2.55450
C 1.14005 4.85308 0.14395
H 2.98533 0.10267 -3.43954
C 3.71825 -1.84081 -2.82283
C -1.17263 -1.79774 1.04651
H -3.22821 -0.43109 0.05717
H 4.39132 -1.88365 -3.69308
H -0.21749 5.53268 1.66959
S 2.75878 -1.12593 2.96166
H 0.54617 -0.75802 -2.39227
H 3.06902 -2.48166 -5.25033
O 1.53840 -4.59591 -0.29006
O 1.61435 -2.66860 -2.37866
C 2.23391 -3.02840 6.78477
H -0.91790 1.39326 1.74099
C -2.64744 5.07133 0.35960
H -1.48617 7.30729 -0.39844
H -1.85906 3.22164 -1.41401
H 1.52118 -0.68973 -4.94504
O 3.95311 -2.77141 -0.63571
H -4.59860 7.61374 1.05229
C -2.12426 -2.87307 0.39787
C 2.72671 -2.12447 4.37149
C 1.45286 -6.45996 -2.26176
H 2.26693 3.57091 -1.15831
C 2.18248 -2.71101 -4.63005
C 4.59996 -2.31444 -1.64060
S 3.14287 -4.30974 2.72018
H -1.15506 7.66222 2.17347

***

3.
Entry from the OMol25 dataset: a structure of composition C29H38N4OP2Ti at a distorted geometry (ωB97M-V/def2-TZVPD).

max |F|: 3.5 eV/Å
2S+1: 3
frontier orbital gap (spin up / spin down): 5.498 / 8.239 eV
net charge: 0

Positions of all 75 atoms, in Å:
H 5.24431 -2.44257 -3.67487
C -2.49734 6.37329 -1.21187
H -3.94930 3.94160 -0.03943
H -0.27453 0.10292 -0.98397
N 2.27377 -0.84071 3.50384
C -0.65779 -2.69325 2.85767
C 0.79657 -2.62662 0.06722
H 3.57562 -2.20114 6.23413
H 1.05572 -3.67041 -0.15728
O -1.44695 4.61130 -2.57490
C -2.08856 3.62719 0.88986
H 5.22756 -0.45405 4.96211
H -1.90968 7.11516 -0.65007
C 3.55608 -0.26685 3.53241
H -2.22763 -2.75338 -5.00926
H 2.11893 3.90238 -0.94060
H -4.56371 1.73556 -0.67938
C -1.98688 -2.72242 3.24293
C -2.34532 -1.38767 3.62348
P 0.93280 -1.57709 -1.43577
C 4.23559 -0.73569 4.64929
C -1.24932 -0.57736 3.37727
C 1.37191 4.15894 -1.70560
C 1.73295 -2.17961 1.20622
H -2.05218 4.66927 1.23280
H 3.84058 0.42780 2.75891
H 1.35093 5.25677 -1.86267
C -1.65450 -2.87334 -4.10285
H -0.00473 -3.50933 2.57115
H 4.38490 -4.90487 -2.87714
C 2.18122 -1.71709 4.59709
C -1.65330 5.18613 -1.41893
C -0.90484 -1.88795 -3.47773
C 2.60460 -3.79877 -2.19022
N -0.20110 -1.37084 2.88288
H -1.68824 0.82190 0.92691
H 0.00782 1.00850 1.21927
H -1.10861 0.48659 3.52555
H -2.61654 -3.60224 3.21373
C -0.82899 1.42433 0.62142
H -0.25997 -2.63188 0.37530
C 3.36055 -1.65963 5.32393
H 1.27697 -2.28360 4.76830
C 3.85295 -3.96735 -2.77555
C 4.29984 -2.67038 -3.20347
C 3.30354 -1.76275 -2.87774
H 3.22123 -0.69912 -3.03987
H -3.29182 -1.06074 4.03515
C -2.74165 2.02761 -1.68869
C -1.45329 1.62790 -1.90808
C -0.68803 -3.77812 -2.25467
H -0.35051 -4.39812 -1.43846
H -4.06049 2.92029 1.40007
H -1.07405 1.52725 -2.93564
Ti -0.53919 3.58585 -1.20794
C -0.46930 1.18815 -0.83376
C -1.51259 -4.07487 -3.33460
H 1.94289 -4.52579 -1.74390
N 2.27075 -2.44338 -2.21866
P 1.21848 -0.64697 2.10641
H -2.88279 6.82162 -2.14118
H 1.60046 3.65386 -2.66125
H -0.01178 3.32653 1.34308
C -0.93804 2.88245 0.95772
H -0.72382 -0.85462 -3.72548
N -0.32516 -2.43191 -2.32377
H -3.33862 6.10746 -0.56183
C -3.43912 3.12121 0.50401
H 1.85871 -3.00508 1.93013
C -3.49841 1.86854 -0.42251
H 2.73438 -1.93075 0.80858
H -3.28441 2.50358 -2.51082
H -3.21471 0.95341 0.11055
H 0.51236 1.69923 -1.01371
H -1.93718 -5.04625 -3.54527

***

4.
Entry from the OMol25 dataset: a cluster of 4 separate species, C29H39BClN4O12 in total (ωB97M-V/def2-TZVPD).

max |F|: 0.9 eV/Å
frontier orbital gap: 8.387 eV
net charge: +1

Positions of all 86 atoms, in Å:
H 1.74540 0.50335 -1.69767
C 2.89550 -1.15978 -0.99888
H 4.59922 -6.27166 0.36707
N 3.14253 -7.01864 2.45945
H -5.04203 7.91553 1.30514
Cl -6.59377 6.29689 0.64202
C 0.37355 -4.11880 2.51132
H 2.05446 5.96546 -1.09262
C -1.57297 5.17300 -3.56574
O 0.36135 -2.53474 0.32294
H -0.55602 5.55462 -3.51729
H -3.32229 3.52091 -4.21241
O 2.51867 -6.56861 1.51867
H 1.21477 -5.25260 4.11727
H -4.51167 3.97606 -0.25445
C -4.04284 6.75371 -0.25977
H -1.49068 0.78329 1.43099
N -0.73644 -2.88895 0.70899
C -3.97123 3.54493 -1.10168
H -0.96439 -6.09214 4.90655
H 8.39139 -7.47986 1.95741
C 6.57233 -6.83010 1.02993
O -0.56565 3.05674 -3.14436
H -4.58661 6.27537 1.81475
C -2.43136 5.76865 -2.44859
H 3.45017 -0.59633 -0.26364
C 1.24079 -1.30603 -2.73632
C 7.31870 -7.38329 2.06140
H -4.62793 6.26027 -1.03148
C 5.32467 -7.69257 3.36826
H 4.81934 -8.01717 4.26511
H -5.11203 1.75561 -0.88228
C 4.60380 -7.14430 2.32200
H -3.49281 5.69449 -2.66761
H -2.95009 5.20916 0.82844
C -2.04407 -4.22399 2.30088
C -4.07226 2.02098 -1.09811
H 0.93934 -3.24983 -3.59658
H -1.99809 5.51846 -4.51125
O 4.71562 -2.47575 0.51717
O 4.36434 -4.34348 -0.49274
H -2.47773 -0.27195 -0.88402
H -0.53134 3.57165 0.44905
H 2.65273 -4.33704 -2.16602
H -1.73846 1.22151 -1.52702
C -4.94044 6.88346 0.98425
C -2.77454 5.96126 0.05887
C -0.92096 -5.43053 4.05165
H 7.05893 -6.48934 0.12642
C -2.09284 -5.06484 3.40018
C 2.44321 -3.28165 -2.07784
H -0.28293 1.41189 0.28688
N -2.16547 5.17027 -1.09795
H -2.20625 6.83010 -2.35470
C -1.49394 3.65254 -3.58725
H 7.28167 -8.24125 4.03019
H 1.33032 6.45746 0.45999
H 0.49720 -0.82926 -3.36200
H 1.31929 -3.74921 2.14383
C 5.19745 -6.70741 1.15249
O 2.63839 -7.35517 3.51603
O -2.51005 2.99929 -4.19584
N 4.14971 -3.15993 -0.31232
C 1.30563 6.59644 -0.61907
C 0.30711 -4.95566 3.61229
O -3.22867 1.49444 -0.11682
C 3.12968 -2.51283 -1.15670
H -0.54999 -0.31801 0.38827
C 6.69724 -7.81230 3.22776
O -1.77785 -2.53931 0.17917
O -0.00486 6.27310 -1.13783
H -4.40942 3.94489 -2.02229
H -3.77332 7.75541 -0.59447
H -1.98866 6.62614 0.41926
C -1.04945 0.64722 0.44244
C 1.94170 -0.55596 -1.80208
H 1.48552 7.63819 -0.86670
C -2.12252 0.72942 -0.62724
B -0.60649 5.14203 -0.78486
C 1.48868 -2.66529 -2.87120
H -3.04698 -5.43956 3.74482
H -3.82644 1.63860 -2.09394
H -2.93939 -3.93160 1.77380
C -0.80589 -3.77164 1.87877
O -0.05858 4.06000 -0.23563
O -2.56172 3.81561 -1.01485

***

5.
Entry from the OMol25 dataset: a structure of composition C29H39BN6O6PS2Ti (ωB97M-V/def2-TZVPD).

max |F|: 0.5 eV/Å
energy relative to the best compared isomer or geometry (same formula, charge and spin): 0.0 kcal per mole
frontier orbital gap: 7.718 eV
net charge: +1

Positions of all 85 atoms, in Å:
N 1.64437 -0.79984 1.95440
O -1.24796 -1.80450 -3.13455
H 1.32953 1.60545 -5.27641
H -2.97912 -1.41802 -2.06641
C 4.29631 0.22283 1.98413
H 2.40359 0.59454 -3.25358
H -5.97943 1.41139 0.88249
C 1.38613 0.98946 -3.21857
C -1.85520 -3.75746 3.12585
H 1.71991 2.65049 3.14781
H 6.22307 0.64081 2.81546
H -4.88788 1.30377 2.27728
N 0.35449 -1.22218 1.69360
H -3.15735 -2.19118 -3.64378
C -1.86220 -2.78326 0.89859
H -1.41637 -3.81505 4.11334
C 1.16039 2.02911 -4.28720
C -4.45997 -4.31897 -1.13019
P -0.11126 -1.05500 -2.32651
H 3.24688 3.06199 2.34012
C 0.43534 2.78106 0.89976
O 0.48480 -0.10890 -3.46144
S -2.99756 0.19662 0.34890
C -3.19342 1.90705 0.23320
H 1.85473 2.85934 -4.14727
C 1.87312 4.32605 0.22148
C -2.91914 -4.54635 2.77905
C -3.45872 -4.48701 1.48573
O -3.37033 -3.50034 -0.73322
H -3.92300 0.17020 -3.76767
C -2.63977 -1.40306 -3.10072
C -0.11508 -2.13570 2.47180
H -0.92839 1.28264 -1.13704
C 5.00244 1.99680 -0.03733
C 3.76617 1.36950 -0.06857
C 2.22538 3.38859 2.53122
C -5.31025 1.97321 1.53189
H 0.48500 -2.41427 3.33436
H -2.47961 -0.04763 -4.77180
C 3.40692 0.48514 0.94349
H 1.02210 -2.47329 -4.82641
O -1.36523 -1.95232 -0.01108
N -4.23620 2.57472 0.75686
H 4.00683 -0.46613 2.76541
H 3.06763 1.56968 -0.87014
H -4.20673 -5.37829 -1.04921
C -1.32010 -2.85787 2.18552
H -5.34954 -4.10728 -0.53251
H -2.54853 4.90709 -0.74588
N 1.50923 3.49959 1.26887
H -2.35664 0.73919 -3.19109
C 5.53173 0.84777 2.00957
H 2.65231 -2.57215 -4.13833
O 1.30605 0.06524 -0.12662
C -2.85567 -0.05524 -3.74889
O 0.95720 -2.18924 -2.07441
H 2.22816 4.35189 3.03727
B -1.07231 2.50892 -1.12073
Ti -0.59195 -0.26142 0.08169
H -4.29244 -5.12672 1.23503
H -4.85508 4.63614 0.73316
C -2.99558 4.03537 -0.30273
H -5.86241 2.76717 2.02651
H 1.21187 1.39008 -2.21911
H 0.92728 4.53516 -1.76161
C -2.93489 -3.62991 0.54037
C -4.12625 3.90948 0.42320
S -0.43144 1.62270 1.82722
C 0.99636 4.09925 -0.78079
H 6.85247 2.22281 1.02509
H -1.06942 2.90665 -2.25317
N -2.41979 2.78616 -0.41906
C 1.11298 -3.39030 -2.87435
H 0.14169 2.41455 -4.24174
H 5.27941 2.68413 -0.82627
C 2.06313 -0.12514 0.93648
H 0.14028 -3.87508 -2.95154
H -3.34672 -5.23235 3.49666
H 2.71503 4.99106 0.29113
H -4.65689 -4.07358 -2.16965
H 1.77447 -4.02044 -2.28390
C 1.69788 -3.08959 -4.23429
H 1.86624 -4.02495 -4.76946
N 0.10248 3.14133 -0.34852
C 5.88557 1.73759 1.00186

***

6.
Entry from the OMol25 dataset: a structure of composition C29H39BN6O6PS2Ti (ωB97M-V/def2-TZVPD).

max |F|: 0.4 eV/Å
energy relative to the best compared isomer or geometry (same formula, charge and spin): 7.4 kcal per mole
frontier orbital gap: 7.111 eV
net charge: +1

Positions of all 85 atoms, in Å:
N -0.16579 -3.32149 -2.53519
C -3.09833 3.92670 0.73056
H -3.60920 -0.83728 2.51002
H -3.75254 0.39117 3.78562
C 0.72520 2.92797 2.08903
C 1.96722 1.94844 -4.75366
O -0.29949 2.87054 1.06529
H -2.14848 2.02447 -3.86748
C 1.43893 -5.26390 0.01791
H 1.25477 -4.70042 0.92944
H 3.86427 -2.07457 6.88158
C 1.04785 1.51267 -3.81731
H -4.08513 2.27712 -0.23413
N -1.85372 -1.43561 -2.77506
C 3.56918 -1.73650 5.89668
C -0.83398 -4.51822 -2.67554
H -0.92929 3.31764 -3.99189
H -1.13746 -0.64706 2.57133
H 0.80705 -1.27516 3.99686
H -1.59628 -4.64812 -3.42403
C -2.24649 -1.24909 -1.51265
H 4.38139 1.07313 -0.67556
C -3.12322 -0.40405 3.38543
C 1.50353 1.16474 -2.54225
O -1.91283 1.22052 2.09933
C -4.26866 -0.35063 -0.35120
O -0.26111 1.35541 -4.15737
H 0.39760 -1.24427 -3.18836
S -1.43362 -1.72855 -0.05173
C 4.53529 -1.32874 4.98511
C 0.73027 -3.46292 -1.55096
H 0.42116 5.02606 2.44553
C 3.32357 2.05131 -4.44576
C -3.16075 2.84664 -0.32391
C -3.86152 -0.50376 -2.82962
N 2.61039 0.34730 0.00454
H 1.47591 -2.03744 6.25568
H 4.01940 2.39732 -5.19711
C -1.75746 0.11949 3.02849
H 4.90765 -0.57953 3.00694
H 1.62861 4.66152 1.20192
H 2.49660 -5.21471 -0.22744
H -4.81500 -0.07441 -3.08405
C 1.22531 4.34682 2.16431
C 2.86468 1.24782 -2.22459
C 3.33926 0.88601 -0.91949
H -0.57105 -6.42061 -1.56497
H 0.29072 2.60672 3.03879
C 3.77143 1.71031 -3.18984
N -3.46634 -0.67330 -1.52031
H 1.14681 -6.30029 0.16058
H 1.59972 2.19819 -5.74126
H 4.82328 1.77764 -2.94181
H -0.69764 -2.29235 -4.48951
C 2.41481 -0.40878 2.03073
H 5.58151 -1.35117 5.25958
H -1.05780 2.33831 -2.49975
C 2.22710 -1.71580 5.54589
O 0.63825 0.73728 -1.61992
H -2.74710 -1.02377 -4.67002
C 2.81464 -0.87073 3.37105
C -1.14171 2.32583 -3.58626
H -3.12612 3.27696 -1.32317
B -0.49179 -2.02484 -3.33584
O 1.14433 -0.53232 1.68340
C 4.16286 -0.89595 3.72454
O -2.08808 1.86060 -0.31494
H -1.23124 0.51040 3.89998
H -3.99081 4.54584 0.62099
C 1.84879 -1.28479 4.28380
C -2.85189 -0.97425 -3.60076
H -4.99341 0.40907 -0.63256
N 0.64366 -4.71676 -1.07244
H -3.62227 0.03295 0.43393
H -4.79426 -1.23389 0.00875
S 1.87154 -2.30243 -0.94829
H 2.01695 4.42289 2.91032
H -2.22448 4.56233 0.61096
H -3.10050 3.51025 1.73679
Ti 0.62373 -0.33829 -0.16132
N 3.27138 0.09215 1.20515
H 1.53081 2.23955 1.82386
H -3.03501 -1.18509 4.14247
C -0.33911 -5.39001 -1.76869
P -1.03646 1.47375 0.79485